(1)
Here is a cluster of 9 separate species, C24H71N13O9 in total at a distorted geometry from the Open Molecules 2025 dataset. Energies are from the ωB97M-V functional and the def2-TZVPD basis.

Properties
Gap between HOMO and LUMO   0.31956 hartree
Lowest unoccupied orbital energy   -0.11 eV
Charge   0
SMILES   COC[C@H](C)N.COC[C@H](C)N.COC[C@H](C)N.COC[C@H](C)N.COC[C@H](C)N.NC(N)=O.NC(N)=O.NC(N)=O.NC(N)=O
Spin multiplicity   1
E_HOMO   -8.81 eV

```
117
Properties=species:S:1:pos:R:3:forces:R:3:lowdin_charge:R:1
C -0.9421 -6.0357 -3.1015 0.897 0.432 0.422 -0.134
O -0.3250 -7.2696 -2.8413 1.993 -0.612 0.049 -0.209
C 1.1029 -7.4580 -3.2346 -0.434 0.305 -1.083 -0.141
C 2.2661 -6.5641 -2.5741 -1.271 -1.695 -1.489 -0.408
C 3.7214 -6.8966 -3.1419 -1.050 0.633 0.280 -0.039
N 2.1244 -6.8674 -1.1985 1.141 0.045 1.826 0.016
H -0.5883 -5.2770 -2.4034 0.196 0.296 0.169 0.070
H -2.0073 -6.1243 -2.8879 -0.002 -0.249 -0.500 0.085
H -0.6869 -5.6711 -4.0965 -0.459 -0.023 -0.302 0.086
H 1.2217 -8.5389 -3.1606 0.386 0.063 1.277 0.118
H 1.1996 -7.4507 -4.3203 -0.361 1.082 -0.502 0.100
H 2.0576 -5.5103 -2.7592 -0.066 0.175 -0.502 0.117
H 4.3166 -5.9866 -3.2180 -0.245 0.277 -0.044 0.061
H 3.6589 -7.2940 -4.1549 -0.020 -0.194 0.070 0.063
H 4.3460 -7.5284 -2.5103 -0.585 -0.426 0.097 0.070
H 2.8035 -6.3097 -0.7006 0.144 -0.045 0.522 0.074
H 1.2238 -6.6166 -0.8162 -0.255 -0.026 -0.266 0.070
C -4.1467 4.3266 -0.1671 -0.254 0.697 0.119 -0.077
O -4.8180 5.5676 0.2335 1.557 -1.317 0.075 -0.184
C -4.2057 6.6638 -0.4061 -1.541 1.699 -1.631 -0.240
C -4.7727 8.0429 0.1478 1.550 -1.781 0.539 -0.403
C -3.9755 9.2058 -0.4526 -1.100 0.705 -0.478 -0.074
N -4.5933 8.0511 1.5999 0.330 0.273 -0.119 0.026
H -4.2543 4.1958 -1.2439 -0.196 -0.153 -0.050 0.085
H -4.5036 3.4522 0.3771 -0.695 0.377 -0.030 0.083
H -3.0770 4.3122 0.0418 0.205 0.630 0.101 0.078
H -3.1312 6.6353 -0.5870 0.507 -0.167 1.264 0.116
H -4.5141 6.6970 -1.4510 -0.463 -0.346 -0.549 0.112
H -5.8482 8.0117 -0.0267 0.063 0.499 -0.466 0.135
H -4.2299 10.1668 -0.0055 -0.304 -0.138 0.453 0.074
H -4.2498 9.3781 -1.4933 0.258 -0.345 -0.244 0.074
H -2.8899 9.1691 -0.3621 0.001 -0.649 0.018 0.076
H -4.8244 7.1221 1.9218 -0.326 -0.209 0.258 0.056
H -3.5850 8.0627 1.6565 0.423 0.219 0.730 0.062
C 3.3581 6.1348 -6.2006 0.069 -0.668 1.771 -0.048
O 3.0016 6.0294 -4.7455 1.026 0.691 -2.282 -0.219
C 1.5950 6.0304 -4.6234 0.338 0.283 1.180 -0.217
C 1.2768 5.8242 -3.0913 -1.363 -0.244 -2.919 -0.454
C 1.5843 7.0464 -2.2765 -0.253 0.055 0.093 -0.062
N 1.8829 4.5861 -2.6862 1.303 -0.124 1.181 0.040
H 4.4178 6.3421 -6.3498 0.094 -0.229 0.662 0.079
H 2.8681 6.9480 -6.7359 -0.632 -0.146 0.268 0.081
H 3.1388 5.1375 -6.5821 -0.136 0.249 -0.577 0.085
H 1.2559 6.9810 -5.0350 -0.605 0.093 0.171 0.119
H 1.1735 5.2055 -5.1979 -0.227 -0.158 -0.100 0.119
H 0.2167 5.5721 -3.0624 -0.447 0.732 0.019 0.119
H 0.7760 7.7649 -2.4130 0.052 0.122 -0.017 0.078
H 2.5134 7.5135 -2.6029 0.129 -0.096 0.256 0.082
H 1.5927 6.7855 -1.2183 0.241 0.124 0.101 0.077
H 2.5999 4.9000 -2.0479 0.406 -0.588 0.464 0.060
H 2.4280 4.1940 -3.4407 -0.001 -0.123 -0.234 0.066
C -2.2710 -6.8337 2.6451 0.651 -0.012 1.914 -0.146
O -3.4235 -6.1443 2.3389 -1.343 0.493 -1.902 -0.212
C -4.6464 -6.8994 2.4251 0.026 0.876 -0.648 -0.150
C -5.7785 -6.0939 1.7042 0.485 1.129 -0.707 -0.430
C -7.2149 -6.2974 2.1279 0.582 -0.719 0.341 -0.071
N -5.7164 -6.2383 0.2180 0.725 -0.515 0.856 0.027
H -2.3186 -7.0260 3.7170 0.291 -0.271 0.518 0.080
H -1.4354 -6.1433 2.5298 0.050 -0.209 -0.399 0.089
H -2.0703 -7.8176 2.2213 -0.316 0.129 -0.841 0.091
H -4.5218 -7.8347 1.8795 -0.031 -0.373 0.270 0.125
H -4.7715 -7.0179 3.5014 -0.777 -0.458 0.009 0.126
H -5.5136 -5.0473 1.8545 0.042 0.220 0.735 0.122
H -7.3177 -5.8410 3.1125 -0.488 -0.426 0.119 0.079
H -7.3955 -7.3715 2.0865 -0.292 -0.098 0.574 0.080
H -7.9481 -5.8851 1.4348 0.309 0.398 -0.031 0.074
H -4.7539 -5.9917 0.0367 0.411 -0.182 -0.622 0.056
H -6.2258 -5.4466 -0.1477 -0.304 0.035 -0.199 0.062
C 1.2897 0.8785 9.6202 -0.504 0.207 0.505 -0.136
O 1.5278 0.2502 8.3921 -0.071 -0.977 -0.206 -0.191
C 1.0124 0.9883 7.2713 0.917 -0.788 0.707 -0.190
C 0.7391 0.1156 6.0073 -0.512 2.151 0.792 -0.414
C 2.0009 -0.3722 5.3656 -0.471 -1.182 -1.034 -0.070
N 0.0361 0.9939 5.0358 0.211 0.060 -0.035 0.014
H 1.7699 1.8538 9.6997 -0.319 0.461 -0.336 0.086
H 1.6518 0.3819 10.5204 0.497 -0.884 -0.579 0.084
H 0.2128 0.8921 9.7876 -0.242 0.691 0.014 0.086
H 0.1239 1.5458 7.5677 -0.229 -0.025 0.007 0.112
H 1.8376 1.6773 7.0915 -0.245 0.583 -0.753 0.124
H 0.0036 -0.6542 6.2406 0.454 -0.373 0.149 0.142
H 2.3385 -1.2835 5.8593 0.544 0.341 0.058 0.088
H 2.7726 0.3636 5.1396 0.088 0.188 0.891 0.084
H 1.7160 -0.6574 4.3529 -0.105 -0.447 -0.112 0.067
H -0.7791 1.4114 5.4616 -0.412 -0.225 0.178 0.060
H 0.6198 1.8051 4.8903 0.386 0.195 -0.342 0.062
N -2.8016 -1.6370 -5.1084 -1.525 0.356 0.728 0.168
C -1.8430 -1.5528 -6.0112 -0.825 -0.364 -1.806 -0.817
N -0.6522 -1.7300 -5.5647 4.935 -0.546 2.065 0.157
O -1.9477 -1.4394 -7.2089 -1.715 0.818 -2.081 0.028
H -2.5141 -2.0572 -4.2361 -1.093 0.323 0.062 0.110
H -3.7068 -1.3570 -5.4582 -0.092 -0.530 0.840 0.119
H -0.3907 -1.6590 -4.5917 0.135 0.045 -0.246 0.111
H 0.0306 -1.6493 -6.3045 0.217 -0.102 0.550 0.123
N 5.0125 3.1024 0.9338 -4.241 -1.713 3.577 0.156
C 5.8758 3.0745 -0.0362 -0.451 -0.984 0.399 -0.851
N 6.4896 4.1868 -0.0281 4.499 5.534 -1.556 0.161
O 6.0933 2.1973 -0.8058 0.017 -2.784 -2.284 0.065
H 5.1532 3.6951 1.7394 -0.265 -0.271 -0.300 0.111
H 4.3517 2.3428 1.0147 0.309 0.072 0.252 0.116
H 7.1059 4.3352 -0.8145 0.165 0.255 0.403 0.128
H 6.3554 4.9305 0.6419 -0.054 -0.247 -0.480 0.119
N 6.8000 -1.8032 0.3719 2.772 2.410 -0.646 0.176
C 5.7473 -2.5353 0.3712 -2.721 -2.425 1.673 -0.812
N 4.5901 -1.8796 0.1720 -0.771 0.767 -0.529 0.155
O 5.7566 -3.6902 0.7136 -0.014 -2.279 0.323 0.032
H 6.6219 -0.9906 -0.2009 1.697 0.398 0.184 0.108
H 7.6397 -2.3530 0.4842 0.281 0.765 -0.490 0.131
H 3.7936 -2.5005 0.1579 -0.087 0.555 -0.509 0.110
H 4.7157 -1.0611 -0.4063 -1.198 -0.047 -0.050 0.094
N 0.1210 0.0929 0.3446 1.980 4.621 0.750 0.182
C -0.3480 -1.0419 0.0089 -0.118 -3.479 -3.299 -0.834
N -1.0083 -1.6296 0.9451 -2.677 -1.991 4.145 0.168
O -0.1960 -1.6094 -1.0630 0.442 0.124 -1.572 0.001
H -0.0176 0.3713 1.3055 0.437 0.725 -0.514 0.113
H 0.5343 0.6500 -0.3896 0.029 0.201 0.575 0.131
H -1.1262 -1.1402 1.8207 -0.269 -0.590 0.015 0.107
H -1.3397 -2.5799 0.8603 0.173 0.385 -0.118 0.125
```
Positions in Å, forces in eV/Å.

***

(2)
Here is a cluster of 9 separate species, C24H71N5O9 in total at a distorted geometry from the Open Molecules 2025 dataset. Energies are from the ωB97M-V functional and the def2-TZVPD basis.

Properties
Gap between HOMO and LUMO (spin up / spin down)   0.26699 / 0.07010 hartree
Lowest unoccupied orbital energy (spin up / spin down)   -3.43 / -8.79 eV
Charge   +1
Spin multiplicity   2
E_HOMO (spin up / spin down)   -10.70 / -10.70 eV

```
109
Properties=species:S:1:pos:R:3:forces:R:3:mulliken_spin:R:1
C 4.2931 -0.9802 3.3878 0.432 -0.160 1.561 0.000
O 3.7445 -1.4174 4.6566 -0.447 0.504 -0.668 0.000
H 4.6492 0.0314 3.5828 0.047 -0.142 -0.080 0.000
H 5.1569 -1.6284 3.2399 0.004 0.186 -0.837 0.000
H 3.5977 -0.9216 2.5506 -0.066 -0.411 0.072 0.000
H 3.3354 -2.2780 4.5399 0.027 -0.077 -0.055 0.000
C -6.0447 -3.6772 -0.0930 1.130 -1.286 -0.027 0.000
O -4.8682 -4.3007 0.4492 0.190 -0.599 0.579 0.000
H -6.4947 -3.1095 0.7214 -0.049 0.600 -0.621 0.000
H -5.7306 -3.2169 -1.0297 -0.613 0.846 0.299 0.000
H -6.7142 -4.4935 -0.3642 -0.213 0.071 0.045 0.000
H -4.0387 -4.0343 0.0458 -0.167 0.569 -0.262 0.000
C -2.2687 -0.2163 2.8600 1.054 -1.586 0.583 0.000
O -1.5935 0.5633 1.9068 -0.679 1.067 -1.009 -0.001
H -2.2449 0.2367 3.8511 -0.445 0.118 -0.050 0.000
H -3.2428 -0.5902 2.5448 -0.328 0.994 -0.224 0.000
H -1.7617 -1.1780 2.9396 0.375 -0.131 0.355 0.000
H -0.6381 0.4740 1.9368 -0.162 -0.421 0.455 0.000
C -2.6496 -5.0720 3.2804 2.409 0.443 1.088 0.000
O -3.9225 -5.4407 2.9454 -0.280 -0.376 -0.249 0.000
H -1.8908 -5.2596 2.5208 -0.107 0.094 -0.736 0.000
H -2.5844 -4.0183 3.5515 0.026 0.409 -0.001 0.000
H -2.1698 -5.5923 4.1093 -0.832 -0.405 0.461 0.000
H -3.9842 -4.9905 2.0998 -1.380 -0.155 -0.514 0.000
C 6.3336 0.0331 -1.1868 -0.074 0.531 1.925 0.000
C 5.0128 0.8097 -1.4466 1.936 -2.875 0.731 0.000
C 4.8431 2.0228 -0.5008 0.991 0.176 0.479 0.000
O 4.8766 1.5176 0.8425 -0.343 -0.513 1.128 0.000
C 5.2171 2.3791 1.9699 -0.176 0.598 -2.117 0.000
N 5.0785 0.9921 -2.8609 -1.873 3.189 -0.349 0.000
H 6.3083 -0.3595 -0.1702 0.072 -0.301 0.055 0.000
H 7.1873 0.7107 -1.1807 0.032 0.136 -0.377 0.000
H 6.5283 -0.7916 -1.8724 -0.346 0.275 -0.123 0.000
H 4.2322 0.0743 -1.2520 -0.528 0.069 0.702 0.000
H 3.9588 2.6476 -0.6267 -0.618 -0.309 -0.360 0.000
H 5.6542 2.7352 -0.6514 0.486 -0.057 -0.108 0.000
H 5.0948 1.9320 2.9564 0.143 -0.635 -0.547 0.000
H 4.5663 3.2535 1.9728 -0.187 0.272 -0.071 0.000
H 6.2257 2.7562 1.8008 0.187 -0.086 0.357 0.000
H 4.9696 0.1713 -3.4392 0.730 -0.819 0.289 0.000
H 4.1693 1.4201 -2.9623 -0.364 0.844 -1.315 0.000
C -0.5841 6.3847 1.8304 0.487 0.749 -0.059 0.169
C -0.8798 5.3557 0.6496 0.056 -0.740 -0.697 0.008
C -0.9184 3.8569 1.0767 1.317 0.066 1.624 0.043
O 0.2859 3.5093 1.7901 -2.334 -0.577 0.800 0.028
C 1.5339 3.6538 1.1634 -0.561 1.214 -0.498 0.002
N -2.1836 5.7920 0.1905 1.587 0.322 1.746 0.764
H -0.1481 7.3110 1.4563 0.224 -0.241 -0.650 -0.005
H 0.1341 5.9762 2.5414 -0.149 -0.619 -0.105 0.020
H -1.4067 6.8127 2.4034 -0.558 -0.794 0.022 0.004
H -0.1047 5.3036 -0.1150 -0.214 1.302 -0.245 -0.008
H -1.0366 3.1755 0.2342 -0.148 0.287 -0.339 -0.006
H -1.7598 3.7575 1.7624 0.168 -0.587 0.224 -0.002
H 2.3313 3.1889 1.7430 -0.388 -0.244 -0.043 -0.001
H 1.6668 4.7353 1.1932 0.993 0.156 -0.540 0.000
H 1.4786 3.2943 0.1359 0.391 -0.136 -0.127 0.001
H -2.2977 6.7217 -0.1872 0.086 0.167 -1.097 -0.011
H -2.8111 5.6972 0.9762 -0.980 -0.515 -0.011 -0.009
C -2.2255 -2.3729 -2.0649 1.178 0.715 -0.436 0.000
C -1.2144 -2.3803 -0.8758 -0.979 0.237 -0.873 0.000
C -0.3341 -1.1214 -0.7667 2.188 -0.351 -0.707 0.000
O 0.5054 -1.2201 0.4090 -0.543 -0.598 1.176 0.000
C 1.3073 -0.0984 0.6966 0.061 0.573 -0.708 0.000
N -1.9880 -2.4499 0.3156 -0.691 -0.380 1.202 0.000
H -2.8102 -3.2760 -2.2404 0.295 -0.241 0.610 0.000
H -1.6576 -2.2169 -2.9821 -0.040 0.107 -0.269 0.000
H -2.9442 -1.5565 -1.9945 0.086 0.091 0.227 0.000
H -0.6283 -3.2971 -0.9401 0.436 0.243 -0.162 0.000
H -0.7955 -0.1339 -0.7592 -0.882 -0.166 0.090 0.000
H 0.3506 -1.1089 -1.6147 0.151 0.094 -0.408 0.000
H 1.6792 0.1757 1.6838 -0.397 -1.733 1.090 0.000
H 0.7081 0.8067 0.5978 0.137 0.530 -1.372 0.000
H 2.2521 -0.1805 0.1592 -0.157 0.690 -0.711 0.000
H -1.3535 -2.7059 1.0585 -0.067 -0.067 0.424 0.000
H -2.1948 -1.4755 0.4822 -0.667 0.142 0.622 0.000
C -4.0643 0.9740 -0.7482 -0.162 -0.667 3.056 -0.004
C -5.2876 0.5769 0.1941 -2.000 0.751 -0.381 0.001
C -5.5418 1.5811 1.4415 0.453 -1.160 -1.252 -0.001
O -6.6427 1.1657 2.2459 -0.080 0.844 0.268 0.000
C -6.8309 1.7924 3.5669 0.565 -1.345 -0.190 0.000
N -6.4843 0.2971 -0.6536 0.449 1.077 0.308 0.002
H -3.2610 0.8179 -0.0283 0.801 -0.368 -0.394 0.002
H -3.9228 2.0352 -0.9530 -0.861 0.114 -0.399 0.002
H -3.9272 0.3345 -1.6202 -0.290 0.157 0.162 0.000
H -5.2339 -0.3393 0.7822 1.213 -0.407 -0.392 0.001
H -5.6794 2.6043 1.0919 0.171 0.293 0.119 0.000
H -4.5823 1.3686 1.9129 0.165 0.874 0.794 0.001
H -7.8802 1.7818 3.8617 -0.105 0.113 -0.700 0.000
H -6.4131 2.7798 3.7637 0.057 0.197 -0.823 0.000
H -6.3649 1.1356 4.3015 0.281 -0.102 0.013 0.000
H -6.3874 0.8569 -1.4886 -0.022 -0.002 -0.397 0.000
H -7.2605 0.7409 -0.1839 -0.586 -0.331 0.207 0.000
C 4.9573 -2.7821 -3.1861 -1.253 -0.048 -0.113 0.000
C 4.7371 -2.3017 -4.6580 0.911 -0.244 1.509 0.000
C 3.1710 -2.1007 -4.9652 0.554 -1.428 -0.056 0.000
O 2.4561 -3.2249 -4.4391 0.286 -1.371 1.214 0.000
C 1.0411 -3.3356 -4.5635 0.066 2.401 -1.523 0.000
N 5.5800 -1.0940 -4.8104 -1.452 0.649 -0.029 0.000
H 4.3665 -3.6800 -3.0049 0.043 -0.060 -0.105 0.000
H 4.5597 -2.0382 -2.4958 -0.075 0.208 0.012 0.000
H 5.9649 -2.9990 -2.8313 0.269 0.159 -0.695 0.000
H 5.2405 -3.0428 -5.2789 -1.055 -0.553 -0.420 0.000
H 3.0429 -2.1566 -6.0462 -0.019 0.609 -0.245 0.000
H 2.7216 -1.2066 -4.5331 0.420 0.450 -0.051 0.000
H 0.7761 -3.3644 -5.6204 -0.018 -0.675 -0.312 0.000
H 0.5722 -2.3852 -4.3083 -0.022 0.438 0.573 0.000
H 0.4569 -4.0777 -4.0193 1.209 -0.505 0.241 0.000
H 6.5715 -1.2577 -4.7094 -0.130 -0.265 -0.061 0.000
H 5.4013 -0.5648 -5.6519 0.135 -0.144 -0.200 0.000
```
Positions in Å, forces in eV/Å.

***

Question: The lowest charge belongs to which entry?
Answer: C24H71N13O9

***

Question: What is the charge in the second record?
Answer: +1

***

Question: What is the spin multiplicity in the second record?
Answer: 2

***

Question: Among the records above, which one has the highest charge?
Answer: C24H71N5O9